# C19H24CeCl2O5PS4

A molecular structure, C19H24CeCl2O5PS4 (wB97M-V/def2-TZVPD, the Open Molecules 2025 dataset).

## Properties
Energy relative to the best compared isomer or geometry (same formula, charge and spin): 0.0 kJ/mol

```
! wB97M-V def2-TZVPD RIJCOSX def2/J DEFGRID3
* xyz 1 1
Ce 0.01757 -0.92242 1.79651
Cl -2.38598 0.65346 2.54549
C -3.32966 -0.20503 3.74303
C -4.56822 0.32266 4.05147
C -5.33471 -0.33402 5.00042
C -4.85316 -1.48093 5.60892
C -3.60376 -1.98036 5.27325
Cl -3.07048 -3.41759 6.07651
C -2.80249 -1.34932 4.31792
S -1.21349 -2.00019 3.92928
H -4.91887 1.22155 3.56424
H -6.31033 0.04989 5.26606
H -5.43857 -2.00380 6.35208
C 5.47699 1.86644 -1.52889
C 4.73991 0.85440 -0.69972
C 4.06733 1.22940 0.45552
C 3.37061 0.29515 1.20713
C 3.34896 -1.02912 0.79229
C 4.03713 -1.44192 -0.35561
C 4.71905 -0.49640 -1.08315
S 2.44909 -2.20136 1.66540
O 3.17167 -3.36679 1.96633
O 1.17689 -2.46455 0.83988
O 1.85319 -1.44375 2.84905
H 5.69639 2.76662 -0.95759
H 4.87324 2.15785 -2.39180
H 6.41462 1.46287 -1.91012
H 4.09217 2.26147 0.78089
H 2.91050 0.59755 2.13544
H 4.05041 -2.48129 -0.65988
H 5.26594 -0.80780 -1.96544
C 1.12900 0.20947 -3.96816
C 1.16502 -0.80276 -2.85046
C 0.28871 -2.00993 -3.06556
O 0.87898 -0.12699 -1.55113
P -0.46149 0.44175 -0.99597
S 0.11844 1.55494 0.58385
S -1.68285 -1.02587 -0.43046
O -1.07681 1.30414 -2.12555
C -2.36700 2.04361 -2.27033
C -2.60636 2.96603 -1.10343
C -3.49326 1.07547 -2.53528
H 1.61382 -0.23470 -4.83953
H 1.67330 1.11561 -3.70214
H 0.11024 0.47759 -4.24644
H 2.19345 -1.12015 -2.68757
H -0.74700 -1.73618 -3.27300
H 0.30408 -2.69154 -2.21661
H 0.66734 -2.54499 -3.93852
H -2.16476 2.62610 -3.16501
H -2.86256 2.41495 -0.19661
H -3.45628 3.60460 -1.35393
H -1.74910 3.60609 -0.90053
H -3.79905 0.54604 -1.63325
H -3.22615 0.34890 -3.30290
H -4.35165 1.64518 -2.89641
*
```

=====

# C19H24ClInN5O2SSi

A molecular structure, C19H24ClInN5O2SSi (wB97M-V/def2-TZVPD, the Open Molecules 2025 dataset).

## Properties
Energy relative to the best compared isomer or geometry (same formula, charge and spin): 0.0 kJ/mol

```
! wB97M-V def2-TZVPD RIJCOSX def2/J DEFGRID3
* xyz 1 1
In 0.12751 -0.21117 0.01206
C 5.66775 -1.75302 -0.93291
C 4.42072 -2.05159 -1.67425
N 4.32801 -2.64672 -2.80763
N 2.98084 -2.67812 -3.07655
C 2.22889 -2.12268 -2.13382
S 0.55623 -1.95223 -2.06053
N 3.14557 -1.70934 -1.22842
N 2.76373 -1.00809 -0.11166
H 6.51235 -2.13608 -1.49896
H 5.65982 -2.22524 0.05087
H 5.79917 -0.67745 -0.79636
H 2.64714 -3.10912 -3.92132
H 2.70281 -1.59996 0.70451
H 3.37905 -0.22920 0.07651
Cl 0.56640 1.39132 7.42405
C 0.75252 0.99296 5.75079
C 1.89511 0.30824 5.31935
C 2.04505 -0.03849 3.99807
C 1.07337 0.28741 3.03434
O 1.30718 -0.06794 1.77200
C -0.05344 1.00445 3.47800
C -1.08126 1.43183 2.58153
O -1.16317 1.16968 1.37998
C -0.20032 1.34176 4.83846
H 2.66261 0.05078 6.04020
H 2.93421 -0.56067 3.66402
H -1.86747 2.05831 3.02036
H -1.08651 1.88193 5.15738
C -1.64999 0.68025 -4.06902
Si -1.24913 1.40596 -2.39588
C 0.60784 1.71280 -2.30189
C -2.09164 3.02763 -2.04294
N -1.53828 0.12468 -1.23127
C -2.74246 -0.26272 -0.63244
C -3.98674 0.18756 -1.10239
C -5.17187 -0.32858 -0.60148
C -5.17678 -1.25410 0.43134
C -3.96220 -1.68700 0.94145
C -2.78009 -1.20750 0.40817
H -1.25835 1.31949 -4.87059
H -2.72894 0.57332 -4.22333
H -1.19519 -0.30960 -4.16086
H 0.91264 2.49171 -3.00683
H 1.17665 0.80818 -2.54289
H 0.90093 2.06461 -1.29444
H -1.76136 3.78598 -2.75966
H -1.83319 3.37420 -1.03739
H -3.18025 2.97021 -2.10243
H -4.01498 0.89630 -1.92343
H -6.11281 0.01371 -1.01599
H -6.10667 -1.61582 0.84841
H -3.93536 -2.38402 1.77148
H -1.82562 -1.52880 0.85425
*
```

=====

# C19H24ClNO2S

C19H24ClNO2S in the gas phase (wB97M-V/def2-TZVPD, the Open Molecules 2025 dataset).

## Properties
SMILES string: CC(C)c1ccc([C@@H](C)NCCS(=O)(=O)c2ccc(Cl)cc2)cc1
Calculated total energy: -49035.4444 eV

```
! wB97M-V def2-TZVPD RIJCOSX def2/J DEFGRID3
* xyz 0 1
C -3.54511 4.81135 2.31402
H -3.75763 5.84596 2.57513
H -4.18220 4.16453 2.91328
H -3.79571 4.66346 1.26660
C -2.07099 4.49152 2.57088
C -1.78230 3.03581 2.29635
C -1.96061 2.48986 1.03003
C -1.69886 1.15555 0.78897
C -1.24312 0.32688 1.80630
C -1.05940 0.86735 3.06965
C -1.32826 2.20332 3.30993
H -1.18010 2.60491 4.30293
H -0.70347 0.23918 3.87453
C -0.99145 -1.13739 1.53675
N -0.36901 -1.30181 0.23047
H -0.38676 -2.28468 -0.03006
C 0.99979 -0.83094 0.18908
C 1.62526 -1.18899 -1.14626
H 0.93363 -1.02038 -1.96596
H 2.56665 -0.67433 -1.31160
S 2.02718 -2.96995 -1.12307
O 0.81470 -3.73187 -0.96823
O 3.07564 -3.18373 -0.16385
C 2.68060 -3.27358 -2.77132
C 1.80642 -3.58258 -3.79623
C 2.29636 -3.78296 -5.07470
C 3.66177 -3.66682 -5.30165
C 4.54033 -3.36179 -4.27003
C 4.03977 -3.16330 -2.99527
H 4.68946 -2.94163 -2.16337
H 5.59799 -3.28565 -4.46654
Cl 4.27798 -3.91246 -6.89170
H 1.63311 -4.02967 -5.88851
H 0.75528 -3.68127 -3.57574
H 1.62832 -1.26773 0.98792
H 0.98837 0.25687 0.32823
C -2.31875 -1.89702 1.55373
H -2.14600 -2.95970 1.39868
H -2.81920 -1.75542 2.50848
H -2.96222 -1.52646 0.76034
H -0.34471 -1.53840 2.34179
H -1.83510 0.73861 -0.19726
H -2.31152 3.11247 0.21990
C -1.16582 5.39482 1.73049
H -0.11972 5.16291 1.91896
H -1.33963 6.43948 1.97987
H -1.36136 5.25841 0.66980
H -1.85958 4.68726 3.62827
*
```

=====

# C19H24ClNPdSi

A molecular structure, C19H24ClNPdSi (wB97M-V/def2-TZVPD, the Open Molecules 2025 dataset).

## Properties
Expectation value of S²: 2.042
Calculated total energy: -45459.4744 eV

```
! wB97M-V def2-TZVPD RIJCOSX def2/J DEFGRID3
* xyz -2 3
C -2.44598 -1.61796 -1.74167
C -1.64951 -1.77605 -2.95524
C -1.42247 -0.51580 -3.51749
H -1.22048 -2.69829 -3.27634
C -1.92812 0.50940 -2.66915
C -2.59910 -0.12407 -1.57602
H -3.30833 0.33977 -0.83617
H -3.05189 -2.36464 -1.22697
H -0.93486 -0.33659 -4.45823
H -1.70680 1.56321 -2.73656
Pd -1.16885 -1.18971 -0.11742
Cl 0.45069 -2.94209 -0.14974
C 2.90619 -0.56511 -1.73440
C 2.46725 0.69855 -2.29817
C 2.00552 0.43153 -3.62475
H 2.34651 1.63013 -1.74002
C 2.12207 -0.96407 -3.87611
C 2.68716 -1.59091 -2.70616
H 2.78407 -2.66230 -2.52265
H 3.20264 -0.73190 -0.69188
H 1.55530 1.16313 -4.29729
H 1.79285 -1.48071 -4.77335
C 2.82435 1.68049 1.18442
Si 1.56506 0.49336 1.88982
C 2.14288 -1.26972 2.12960
C 0.92024 1.18260 3.52330
N 0.08162 0.43601 0.93741
C -1.14009 0.60366 1.41532
C -1.86436 -0.57677 1.80046
C -3.11354 -0.44698 2.42063
C -3.61298 0.81031 2.63659
C -2.98877 1.97319 2.10259
C -1.79820 1.86910 1.42036
H 3.52206 1.91950 2.00540
H 2.32121 2.60433 0.86073
H 3.39237 1.27042 0.33776
H 2.91751 -1.25578 2.91385
H 1.29543 -1.88729 2.46040
H 2.52828 -1.73210 1.20995
H 0.52596 2.20036 3.36236
H 0.09538 0.54955 3.89311
H 1.75338 1.19070 4.24094
H -1.39740 -1.60933 1.66156
H -3.61827 -1.37554 2.72285
H -4.53813 0.92749 3.19734
H -3.43994 2.96351 2.25471
H -1.25790 2.70342 0.94428
*
```

=====

# C19H24F3NO2

C19H24F3NO2 in the gas phase (wB97M-V/def2-TZVPD, the Open Molecules 2025 dataset).

## Properties
SMILES string: CC1(C(=O)N2CCC(CO)(Cc3cccc(C(F)(F)F)c3)CC2)CC1
Energy relative to the best compared isomer or geometry (same formula, charge and spin): 0.0 kJ/mol

```
! wB97M-V def2-TZVPD RIJCOSX def2/J DEFGRID3
* xyz 0 1
C 1.27799 3.87057 -1.48712
C 1.01289 3.24511 -0.13268
C 0.35912 4.10514 0.90980
C -0.39324 2.95516 0.31036
H -0.57269 2.09457 0.93924
H -1.20014 3.15925 -0.37776
H 0.70744 4.01414 1.92704
H 0.07476 5.10890 0.63357
C 2.12698 2.34215 0.34384
O 2.98790 2.73389 1.11157
N 2.13707 1.07840 -0.14754
C 1.07395 0.49866 -0.94520
H 0.18421 0.33632 -0.32803
C 1.52190 -0.82685 -1.55383
H 2.39252 -0.63954 -2.18613
H 0.73012 -1.20209 -2.20171
C 1.88324 -1.88158 -0.49182
C 2.45690 -1.16250 0.74242
C 3.13077 0.14761 0.35211
H 3.60227 0.62092 1.21706
H 3.90480 -0.02066 -0.40580
H 3.17449 -1.79849 1.26506
H 1.65567 -0.92835 1.44453
C 2.95014 -2.82127 -1.10656
O 3.26141 -3.93802 -0.31687
H 3.69767 -3.64416 0.49072
H 2.56905 -3.23229 -2.04473
H 3.85761 -2.24243 -1.32878
C 0.67266 -2.77424 -0.11738
C -0.46860 -2.05372 0.53204
C -1.47330 -1.47695 -0.23602
C -2.49842 -0.76295 0.36878
C -2.54972 -0.61751 1.74770
C -1.57226 -1.22263 2.51772
C -0.54778 -1.93394 1.91696
H 0.19646 -2.41435 2.53554
H -1.61011 -1.13662 3.59267
H -3.34685 -0.05365 2.20585
C -3.52400 -0.10912 -0.51060
F -3.02813 0.99153 -1.11906
F -3.94374 -0.91465 -1.50136
F -4.61856 0.28997 0.14836
H -1.46660 -1.58037 -1.31068
H 1.03805 -3.55554 0.55207
H 0.32307 -3.25892 -1.03079
H 0.79600 1.18446 -1.74728
H 0.41374 4.44698 -1.80912
H 1.49822 3.12294 -2.24730
H 2.13520 4.53864 -1.41642
*
```